# 1
{"formula": "C12H15Br3Cl6O9", "method": "ωB97M-V/def2-TZVPD", "species": ["C", "Br", "Br", "Br", "H", "C", "Cl", "Cl", "Cl", "H", "C", "Cl", "Cl", "Cl", "H", "C", "C", "O", "C", "O", "O", "H", "H", "H", "H", "C", "C", "O", "C", "O", "O", "H", "H", "H", "H", "C", "C", "O", "C", "O", "O", "H", "H", "H", "H"], "xyz": [[-2.21, 2.42, 0.18], [-0.53, 2.74, 1.25], [-3.72, 1.45, 1.19], [-1.85, 1.49, -1.55], [-2.69, 3.38, 0.04], [-1.78, -3.73, 2.49], [-0.03, -3.43, 2.94], [-2.38, -5.25, 3.24], [-1.96, -3.77, 0.71], [-2.41, -2.97, 2.95], [-2.86, -1.21, -1.84], [-4.12, -1.84, -2.98], [-3.66, -0.02, -0.72], [-1.61, -0.36, -2.70], [-2.49, -2.11, -1.36], [0.95, 2.98, -1.91], [0.46, 2.17, -3.06], [0.34, 0.89, -2.42], [1.04, 0.85, -1.30], [1.11, -0.14, -0.53], [1.54, 2.09, -1.04], [0.15, 3.57, -1.46], [1.77, 3.58, -2.31], [1.19, 2.03, -3.86], [-0.45, 2.59, -3.50], [3.71, -0.56, 0.27], [2.50, -0.20, 1.04], [2.94, 0.59, 2.10], [4.21, 0.93, 1.89], [4.87, 1.72, 2.59], [4.66, 0.33, 0.78], [3.49, -0.47, -0.79], [4.01, -1.56, 0.58], [2.00, -1.14, 1.28], [1.84, 0.47, 0.48], [-0.07, -0.19, 1.07], [-0.61, -0.75, -0.24], [-1.70, -1.57, 0.09], [-1.92, -1.46, 1.47], [-2.82, -1.93, 2.17], [-1.05, -0.61, 2.00], [0.10, 0.89, 1.03], [0.83, -0.75, 1.36], [0.23, -1.22, -0.76], [-1.02, 0.06, -0.85]], "lowdin_charge": [-1.10, 0.81, 0.62, 0.80, -0.02, -1.34, 0.56, 0.51, 0.78, -0.03, -1.25, 0.52, 0.41, 0.70, 0.03, -0.18, -0.15, -0.24, -0.44, -0.14, 0.07, 0.10, 0.15, 0.15, 0.12, -0.10, -0.22, 0.13, -0.52, 0.10, 0.09, 0.14, 0.14, 0.14, 0.06, -0.20, -0.30, -0.34, -0.66, -0.04, 0.06, -0.04, 0.09, 0.14, -0.10], "de_lowest_kcal_mol": 484.8, "homo_ha": -0.320}

---

# 2
{"formula": "C3H11N5O", "method": "ωB97M-V/def2-TZVPD", "species": ["C", "C", "N", "N", "N", "N", "C", "N", "O", "H", "H", "H", "H", "H", "H", "H", "H", "H", "H", "H"], "xyz": [[1.03, -0.11, 1.34], [0.33, -0.33, 0.01], [0.97, 0.71, -1.02], [-1.06, 0.00, -0.02], [-1.35, 1.39, -0.13], [-1.46, 1.99, 1.17], [0.56, -1.76, -0.53], [-0.32, -2.11, -1.50], [1.45, -2.48, -0.13], [1.14, 0.96, 1.54], [2.01, -0.59, 1.32], [0.44, -0.54, 2.14], [0.78, 0.44, -1.98], [1.97, 0.73, -0.91], [-1.74, -0.61, 0.41], [-0.38, 1.70, -0.71], [-0.67, 2.59, 1.38], [-2.31, 2.55, 1.19], [-1.08, -1.49, -1.73], [-0.30, -3.05, -1.85]], "lowdin_charge": [-0.03, -0.46, 0.06, -0.08, -0.17, -0.03, -0.50, 0.17, 0.06, 0.07, 0.08, 0.09, 0.08, 0.08, 0.13, 0.14, 0.05, 0.06, 0.09, 0.11], "de_lowest_kcal_mol": 60.6, "homo_ha": -0.301, "smiles": "C[C@](N)(NNN)C(N)=O"}

---

# 3
{"formula": "C2H6N3O2", "method": "ωB97M-V/def2-TZVPD", "species": ["C", "C", "N", "N", "N", "O", "O", "H", "H", "H", "H", "H", "H"], "xyz": [[0.31, 0.58, -0.22], [0.09, -0.41, 0.94], [-2.65, 0.27, 0.20], [-2.30, -0.84, -0.18], [-0.42, -1.74, 0.44], [0.12, -2.28, -0.50], [-3.83, 0.65, -0.10], [0.40, -0.10, -1.13], [-0.73, 1.09, -0.38], [1.17, 1.10, 0.02], [1.11, -0.59, 1.26], [-0.52, -0.16, 1.71], [-2.88, -1.62, -0.58]], "lowdin_charge": [-0.13, -0.28, -0.32, -0.03, -0.19, -0.14, -0.28, 0.07, 0.07, 0.01, 0.09, 0.05, 0.07], "de_lowest_kcal_mol": 172.7, "homo_ha": [-0.126, -0.126], "charge": -1}